# C4H13N3

A structure of composition C4H13N3 (ωB97M-V with the def2-TZVPD basis set, the OMol25 dataset).

Each line ends with the natural charge from an NBO analysis.
Positions of all 20 atoms, in Å:
1 C 2.573418 0.306038 -1.044273  0.383
2 C 0.402828 0.938265 -2.020046  0.166
3 C -2.071593 -1.387040 1.363295  -0.410
4 C -1.034934 0.595069 0.297190  -0.443
5 N 1.310761 0.739989 -1.188986  -0.417
6 N 3.310638 -0.288396 -0.107305  -0.728
7 N -1.860519 0.057631 1.364031  -0.505
8 H 3.045472 0.387014 -2.055147  0.252
9 H -0.525303 -0.453163 -0.497819  0.216
10 H 0.035656 1.921582 -2.077730  0.212
11 H -0.271024 0.143546 -2.312829  0.208
12 H -2.665565 -1.657366 2.145045  0.251
13 H -2.551163 -1.666431 0.435296  0.250
14 H -1.126409 -1.858985 1.611258  0.238
15 H -0.078876 1.013664 0.508174  0.243
16 H -1.702832 1.176014 -0.441220  0.262
17 H 4.166545 -0.798023 -0.478305  0.475
18 H 3.165837 -0.156402 0.922249  0.452
19 H -1.396321 0.517942 2.195353  0.456
20 H -2.726614 0.469051 1.381769  0.440

Forces on the atoms, in the same order (eV/Å):
C -1.219 -0.434 -2.164
C -1.186 -0.066 1.023
C 1.891 -0.453 -0.678
C -0.065 -3.427 -5.885
N 5.001 -1.013 0.641
N -0.130 0.569 0.210
N 3.181 1.103 1.829
H -0.019 -0.362 1.007
H -2.374 2.863 3.083
H -0.420 1.465 -0.780
H 0.369 -0.352 -0.954
H -2.058 -0.442 2.176
H 0.312 -0.138 -0.254
H 0.177 -0.237 -0.748
H -0.058 0.797 1.106
H 1.372 -0.586 1.264
H -1.279 1.266 1.032
H 0.182 -0.582 -1.459
H -0.742 -1.530 -0.115
H -2.931 1.558 -0.334

Calculated values
Total charge: +2
Relative energy (zero: lowest compared OMol25 entry of this formula, charge and spin), kcal/mol: 120.1
E_tot, eV: -8808.368
Frontier orbital gap, eV: 9.925
HOMO level, eV: -18.45

***

# C4H13N3O

A cluster of 3 separate species, C4H13N3O in total (ωB97M-V with the def2-TZVPD basis set, the OMol25 dataset).

Each line ends with the natural charge from an NBO analysis.
Positions of all 21 atoms, in Å:
1 C 1.492116 -0.282053 -0.386264  0.514
2 C -0.418198 0.575361 0.574594  -0.153
3 C -0.558149 -0.789522 0.482765  -0.267
4 C -3.266193 0.705882 0.364237  -0.243
5 N 2.139394 0.968004 -0.523156  -0.850
6 N 1.234643 -0.792104 -1.675645  -0.873
7 N 2.174886 -1.171932 0.504377  -0.890
8 O -2.272716 0.466080 1.304624  -0.761
9 H 2.418061 1.401310 0.345732  0.382
10 H 1.689465 1.616948 -1.157163  0.385
11 H 2.003413 -0.665296 -2.329149  0.372
12 H 0.897154 -1.744661 -1.671041  0.386
13 H 3.169428 -1.248242 0.290516  0.364
14 H 2.034308 -0.956036 1.483985  0.370
15 H -0.615886 1.206304 -0.282024  0.209
16 H 0.023510 1.016872 1.458240  0.211
17 H -1.074772 -1.232568 -0.357947  0.214
18 H -0.363926 -1.415657 1.341783  0.214
19 H -3.761034 1.678854 0.529833  0.147
20 H -4.052640 -0.066603 0.384956  0.153
21 H -2.892864 0.729059 -0.683254  0.116

Forces on the atoms, in the same order (eV/Å):
C -0.073 -0.862 0.040
C -2.278 -0.077 0.789
C 2.036 0.015 -0.767
C 0.066 0.229 0.078
N -0.273 -0.006 0.002
N -0.242 0.130 -0.265
N -0.059 -0.247 0.256
O 0.534 0.488 -0.236
H -0.092 -0.042 -0.083
H -0.017 -0.061 0.133
H -0.048 0.011 0.197
H 0.107 0.104 0.084
H -0.126 0.200 0.051
H 0.086 0.008 -0.120
H 0.044 -0.004 0.019
H 0.077 0.022 -0.123
H 0.104 0.112 -0.048
H 0.015 0.062 -0.051
H -0.014 -0.080 -0.085
H 0.092 0.058 0.064
H 0.063 -0.063 0.062

Calculated values
Total charge: 0
Relative energy (zero: lowest compared OMol25 entry of this formula, charge and spin), kcal/mol: 136.2
E_tot, eV: -10871.773
Frontier orbital gap, eV: 7.450
HOMO level, eV: -6.87

***

# C4H13N3O

A cluster of 2 separate species, C4H13N3O in total (ωB97M-V with the def2-TZVPD basis set, the OMol25 dataset).

Each line ends with the natural charge from an NBO analysis.
Positions of all 21 atoms, in Å:
1 C 0.906534 -1.675715 0.306785  -0.648
2 C 1.283268 -0.264139 -0.015376  0.052
3 N 2.408576 0.279438 0.647902  -0.826
4 C 0.543056 0.502132 -0.849513  0.237
5 N 0.945554 1.834818 -1.151514  -0.850
6 N -0.385201 -0.064125 -1.762090  -0.830
7 H 1.003543 -2.321747 -0.572525  0.221
8 H -0.137008 -1.709663 0.640863  0.222
9 H 1.543018 -2.071239 1.096768  0.212
10 H 2.587395 -0.175140 1.535354  0.364
11 H 2.331959 1.286210 0.777111  0.374
12 H 1.934211 1.890674 -1.343114  0.373
13 H 0.452692 2.200534 -1.958011  0.365
14 H -0.891860 -0.828473 -1.326066  0.387
15 H -1.055310 0.629490 -2.069033  0.351
16 C -2.033497 0.190654 1.290575  -0.267
17 O -2.645409 -0.714330 0.390394  -0.738
18 H -1.667865 -0.396136 2.133958  0.181
19 H -2.756428 0.921135 1.674312  0.166
20 H -1.150981 0.711731 0.758862  0.186
21 H -3.216247 -0.226109 -0.205644  0.465

Forces on the atoms, in the same order (eV/Å):
C -0.096 0.079 -0.317
C -1.070 0.870 -0.063
N 0.157 0.242 0.089
C 1.718 -0.778 -0.484
N -0.433 0.014 0.135
N -0.255 0.046 0.362
H -0.004 -0.069 0.123
H 0.143 -0.208 0.004
H -0.029 -0.078 0.004
H -0.042 0.164 -0.083
H 0.030 -0.260 0.065
H 0.225 -0.012 -0.048
H 0.083 -0.047 0.133
H -0.095 0.090 -0.117
H -0.153 -0.054 0.029
C 1.066 0.908 -0.672
O -0.232 -0.445 -0.100
H 0.098 0.089 -0.092
H 0.202 -0.013 -0.061
H -1.286 -0.598 1.128
H -0.028 0.062 -0.032

Calculated values
SMILES: CC(N)=C(N)N.CO
Total charge: 0
Relative energy (zero: lowest compared OMol25 entry of this formula, charge and spin), kcal/mol: 45.3
E_tot, eV: -10875.713
Frontier orbital gap, eV: 7.378
HOMO level, eV: -6.61

***

# C4H13N3O

A cluster of 2 separate species, C4H13N3O in total (ωB97M-V with the def2-TZVPD basis set, the OMol25 dataset).

Each line ends with the natural charge from an NBO analysis.
Positions of all 21 atoms, in Å:
1 N -1.863533 -1.364338 0.029740  -0.844
2 C -2.551095 -0.196548 -0.104673  0.276
3 N -2.074418 0.970763 -0.215905  -0.499
4 C -0.653413 1.229109 -0.101386  -0.256
5 C 0.303870 0.637572 -1.174972  -0.437
6 C 1.708536 0.377938 -0.578781  -0.216
7 N 2.653962 1.478276 -0.673209  -0.842
8 H -2.309069 -2.250957 0.172328  0.390
9 H -0.906801 -1.333023 0.342444  0.403
10 H -3.635265 -0.261347 -0.104647  0.167
11 H -0.523726 2.305942 -0.117992  0.196
12 H -0.308330 0.791183 0.839157  0.173
13 H 0.426514 1.256609 -2.061608  0.204
14 H -0.043267 -0.340988 -1.511823  0.205
15 H 2.194008 -0.455645 -1.091904  0.184
16 H 1.610097 -0.004485 0.434913  0.185
17 H 2.217955 2.340020 -0.361435  0.351
18 H 3.043073 1.588052 -1.596365  0.357
19 O 0.320850 -1.955990 2.377422  -0.944
20 H -0.274905 -1.952131 3.135741  0.475
21 H 0.664948 -2.860002 2.362960  0.473

Forces on the atoms, in the same order (eV/Å):
N 0.521 -0.448 0.133
C -0.038 0.397 -0.053
N -0.218 0.554 -0.253
C 0.284 -0.709 -0.638
C 0.279 -0.736 0.458
C 0.164 -0.278 -0.934
N -0.127 0.207 0.941
H -0.332 0.162 0.085
H 0.033 0.007 0.033
H -0.066 -0.357 -0.184
H 0.063 0.156 0.427
H 0.097 0.361 0.335
H -0.255 0.163 -0.017
H -0.346 0.096 -0.072
H -0.165 -0.043 -0.252
H 0.035 0.359 0.378
H 0.274 0.017 -0.219
H -0.219 0.080 -0.090
O -0.015 -0.362 0.043
H 0.015 0.129 -0.074
H 0.016 0.245 -0.047

Calculated values
SMILES: N/C=N\CCCN.O
Total charge: 0
Relative energy (zero: lowest compared OMol25 entry of this formula, charge and spin), kcal/mol: 37.2
E_tot, eV: -10876.064
Frontier orbital gap, eV: 9.065
HOMO level, eV: -8.64

***

# C4H13N3O

A cluster of 2 separate species, C4H13N3O in total (ωB97M-V with the def2-TZVPD basis set, the OMol25 dataset).

Each line ends with the natural charge from an NBO analysis.
Positions of all 21 atoms, in Å:
1 C -1.507193 -0.031681 0.063441  0.404
2 C 0.775563 0.858658 0.882327  -0.005
3 C -0.289140 0.915116 -0.049871  -0.617
4 C 3.103037 -0.478341 -0.730640  -0.246
5 N -2.514380 0.632839 0.874974  -0.843
6 N -1.137749 -1.352048 0.590526  -0.861
7 N -2.143147 -0.269519 -1.231207  -0.832
8 O 1.751627 -0.271350 -0.390241  -0.755
9 H -2.181901 0.814426 1.815055  0.350
10 H -3.352329 0.062192 0.906285  0.375
11 H -0.212407 -1.632401 0.279388  0.375
12 H -1.159095 -1.363091 1.600901  0.357
13 H -1.597996 -0.928931 -1.772304  0.363
14 H -2.231385 0.595467 -1.752509  0.358
15 H 0.783299 0.144058 1.696015  0.207
16 H 1.457339 1.697170 0.966660  0.211
17 H 0.557432 0.353758 -0.837115  0.417
18 H -0.527285 1.904228 -0.434590  0.238
19 H 3.597059 0.447492 -1.061804  0.154
20 H 3.167992 -1.217050 -1.539769  0.181
21 H 3.660659 -0.880992 0.124480  0.168

Forces on the atoms, in the same order (eV/Å):
C 0.025 0.134 0.099
C 0.953 -0.776 -0.548
C 0.053 -0.527 -0.944
C 0.124 0.032 0.239
N 0.032 -0.121 -0.066
N -0.045 0.163 -0.093
N 0.011 0.080 0.162
O 0.021 0.313 0.708
H -0.017 -0.010 -0.036
H 0.055 -0.011 0.032
H 0.017 0.045 0.025
H 0.009 0.029 -0.019
H 0.005 0.033 0.017
H 0.056 -0.019 0.024
H 0.054 0.052 -0.011
H -0.054 -0.065 0.062
H -1.153 0.641 0.337
H -0.035 -0.023 -0.009
H -0.064 -0.108 0.027
H -0.045 0.108 0.086
H -0.003 0.030 -0.092

Calculated values
Total charge: 0
Relative energy (zero: lowest compared OMol25 entry of this formula, charge and spin), kcal/mol: 98.8
E_tot, eV: -10873.392
Frontier orbital gap, eV: 9.684
HOMO level, eV: -9.14

***

# C4H13N3O

A cluster of 2 separate species, C4H13N3O in total (ωB97M-V with the def2-TZVPD basis set, the OMol25 dataset).

Each line ends with the natural charge from an NBO analysis.
Positions of all 21 atoms, in Å:
1 C 1.888539 2.548527 0.025852  -0.420
2 N 0.630899 1.731065 0.077306  -0.570
3 C -0.390685 2.028937 0.792504  0.294
4 N -1.458499 1.215397 0.914004  -0.837
5 H 2.303952 2.572800 -0.987867  0.204
6 H 2.625727 2.089389 0.685619  0.199
7 H 1.730155 3.569959 0.414511  0.168
8 H -0.427272 3.019601 1.251577  0.134
9 H -1.339216 0.341827 0.392603  0.430
10 H -2.360489 1.645627 1.102498  0.388
11 N -1.536910 -1.513589 0.053226  -0.852
12 C -0.511096 -2.503667 -0.168403  -0.239
13 C 0.547203 -1.888777 -1.036817  -0.070
14 O 1.367397 -1.008008 -0.306290  -0.741
15 H -2.181396 -1.482861 -0.760511  0.359
16 H -2.107165 -1.778420 0.872573  0.366
17 H -0.897398 -3.452327 -0.655598  0.163
18 H -0.083922 -2.703239 0.823216  0.204
19 H 0.084893 -1.500784 -1.960560  0.154
20 H 1.127548 -2.746351 -1.385984  0.171
21 H 0.987734 -0.185105 -0.143458  0.498

Forces on the atoms, in the same order (eV/Å):
C -1.505 -0.273 0.792
N 0.694 -0.343 0.045
C 1.573 1.335 -1.063
N -0.018 0.401 0.207
H -0.335 -0.015 0.225
H 0.057 -0.123 -0.113
H -0.007 -0.116 -0.289
H -0.312 0.018 0.388
H -0.691 -0.117 0.258
H 0.478 -0.479 -0.156
N -1.995 -0.059 -0.003
C -0.312 -0.651 -0.124
C 0.377 -0.740 -0.032
O 1.458 -3.151 -0.979
H 0.521 -0.015 0.770
H 0.266 0.286 -0.672
H 0.383 0.787 0.632
H 0.102 -0.359 -0.405
H 0.116 0.485 0.310
H 0.629 0.289 0.030
H -1.478 2.840 0.177

Calculated values
SMILES: C/N=C/N.NCCO
Total charge: 0
Relative energy (zero: lowest compared OMol25 entry of this formula, charge and spin), kcal/mol: 41.4
E_tot, eV: -10875.881
Frontier orbital gap, eV: 9.714
HOMO level, eV: -8.71